# 1
{"formula": "C18H47AuNO4Si2", "method": "ωB97M-V with the def2-TZVPD basis set", "elements": ["O", "O", "C", "C", "H", "H", "H", "H", "H", "C", "C", "H", "H", "H", "H", "H", "C", "C", "C", "H", "H", "H", "H", "H", "C", "H", "H", "H", "H", "H", "H", "Au", "C", "Si", "H", "H", "C", "C", "C", "C", "Si", "H", "H", "C", "C", "C", "H", "H", "H", "H", "H", "H", "H", "H", "H", "H", "H", "H", "H", "H", "H", "H", "H", "H", "N", "C", "C", "O", "O", "H", "H", "H", "H"], "xyz": [[-1.473, 0.855, -0.187], [-2.131, -2.561, -1.032], [-2.731, 1.172, 0.617], [-3.087, 2.630, 0.532], [-2.483, 0.835, 1.618], [-3.493, 0.513, 0.203], [-2.304, 3.285, 0.932], [-3.966, 2.791, 1.167], [-3.346, 2.925, -0.494], [-1.502, 0.835, -1.668], [-2.843, 0.376, -2.150], [-0.713, 0.139, -1.959], [-1.239, 1.848, -2.000], [-3.100, -0.600, -1.720], [-2.808, 0.251, -3.232], [-3.633, 1.099, -1.923], [-1.009, -3.125, -1.704], [-2.784, -3.333, -0.019], [-1.218, -3.026, -3.204], [-0.851, -4.178, -1.413], [-0.130, -2.537, -1.408], [-2.100, -3.605, -3.513], [-0.354, -3.439, -3.728], [-1.364, -1.988, -3.536], [-4.048, -3.966, -0.572], [-3.031, -2.614, 0.776], [-2.109, -4.103, 0.401], [-4.676, -3.230, -1.083], [-4.617, -4.417, 0.239], [-3.794, -4.756, -1.287], [-0.614, 1.155, 0.341], [1.501, 1.104, 0.712], [0.038, -0.145, 1.766], [0.491, -1.423, 3.060], [-0.620, 0.559, 2.288], [-0.517, -0.723, 1.027], [-1.150, -2.013, 3.803], [1.482, -0.580, 4.409], [1.297, -2.937, 2.321], [1.001, 2.882, -0.300], [1.782, 2.826, -2.010], [1.448, 3.723, 0.246], [-0.084, 3.005, -0.285], [0.639, 3.519, -3.321], [2.264, 1.080, -2.507], [3.335, 3.878, -1.965], [0.807, -3.212, 1.377], [1.207, -3.787, 3.012], [2.361, -2.751, 2.116], [-1.760, -1.164, 4.148], [-0.968, -2.663, 4.673], [-1.748, -2.587, 3.077], [1.369, 0.505, 4.316], [2.550, -0.838, 4.350], [1.084, -0.891, 5.386], [1.578, 0.697, -3.272], [2.261, 0.371, -1.667], [3.274, 1.094, -2.937], [3.629, 4.147, -2.989], [4.186, 3.364, -1.497], [3.147, 4.813, -1.418], [1.244, 3.900, -4.157], [0.043, 4.355, -2.933], [-0.045, 2.762, -3.725], [3.658, 1.809, 0.817], [4.361, 1.111, 1.886], [3.847, -0.334, 1.928], [4.342, -1.065, 2.792], [2.917, -0.654, 1.080], [4.024, 1.556, -0.101], [3.674, 2.817, 0.914], [5.452, 1.085, 1.727], [4.150, 1.578, 2.861]], "atomic_forces_ev_per_a": [[-0.6, 0.5, 1.2], [0.0, 0.0, 0.3], [0.4, -0.1, -0.6], [-0.1, 0.2, 0.0], [0.1, 0.0, 0.0], [0.2, 0.1, 0.1], [-0.1, -0.2, -0.2], [0.0, 0.0, -0.2], [0.1, 0.0, 0.3], [0.4, 0.5, -0.2], [-0.5, -0.2, 0.1], [0.0, 0.1, 0.2], [-0.1, -0.3, 0.0], [0.1, 0.2, -0.1], [0.1, 0.1, 0.0], [0.1, -0.1, -0.1], [-0.1, 0.0, -0.1], [0.0, 0.2, -0.1], [-0.2, -0.2, -0.2], [-0.1, 0.4, 0.0], [0.1, -0.2, 0.0], [0.2, 0.2, 0.1], [0.0, 0.1, 0.0], [0.1, -0.2, 0.2], [0.2, -0.2, -0.1], [0.1, -0.3, 0.0], [-0.2, 0.4, -0.2], [0.1, 0.0, 0.1], [-0.1, -0.1, 0.0], [-0.1, 0.1, 0.1], [-1.4, -0.7, -1.3], [-0.7, -0.6, 1.0], [0.3, -0.5, 0.3], [0.3, -0.7, 0.7], [0.3, 0.3, 0.0], [0.2, 0.0, -0.3], [-0.2, 0.2, -0.1], [0.1, -0.2, 0.0], [0.3, 0.0, -0.1], [0.6, 0.6, -0.4], [0.2, 0.1, -0.4], [-0.2, -0.2, 0.1], [-0.1, 0.0, 0.1], [-0.1, 0.2, 0.0], [0.0, -0.2, 0.0], [0.0, 0.1, 0.1], [0.1, 0.0, 0.1], [0.0, 0.2, -0.1], [-0.4, -0.2, 0.1], [0.1, -0.2, 0.0], [0.0, 0.2, -0.3], [0.2, 0.1, 0.2], [0.1, 0.0, 0.2], [-0.3, 0.1, 0.1], [0.2, 0.2, -0.2], [0.2, 0.0, 0.1], [0.1, 0.0, -0.3], [-0.2, -0.1, 0.0], [0.0, -0.1, 0.2], [-0.1, 0.2, -0.1], [0.1, -0.1, -0.1], [-0.2, -0.1, 0.1], [0.1, -0.1, -0.1], [0.1, 0.2, 0.0], [0.3, 0.8, -0.2], [0.0, -0.3, 0.0], [0.7, -0.8, 1.5], [-0.7, 0.6, -1.4], [0.2, 0.0, 0.2], [0.0, 0.1, 0.2], [0.2, 0.1, -0.1], [-0.4, 0.0, 0.1], [0.1, -0.1, -0.4]], "s2": 2.01, "gap_ev": [8.297, 5.205], "charge": 1, "relative_energy_kcal_mol": 3.4, "spin_multiplicity": 3}


# 2
{"formula": "C18H47BN11O17", "method": "ωB97M-V with the def2-TZVPD basis set", "elements": ["C", "C", "C", "O", "N", "C", "N", "N", "C", "C", "C", "C", "C", "O", "C", "C", "B", "N", "O", "H", "H", "H", "H", "H", "H", "H", "H", "H", "H", "H", "H", "H", "H", "H", "H", "H", "H", "H", "H", "H", "H", "H", "H", "H", "H", "C", "N", "O", "O", "H", "H", "H", "C", "N", "O", "O", "H", "H", "H", "C", "N", "O", "O", "H", "H", "H", "C", "N", "O", "O", "H", "H", "H", "C", "N", "O", "O", "H", "H", "H", "C", "N", "O", "O", "H", "H", "H", "C", "N", "O", "O", "H", "H", "H"], "xyz": [[-2.953, 0.047, -0.724], [-1.364, -0.412, -0.855], [-1.409, -1.918, -1.578], [-0.061, -2.458, -1.816], [0.490, -2.963, -0.692], [0.750, -4.403, -1.186], [0.235, -5.595, -0.741], [1.778, -4.112, -2.295], [2.536, -2.805, -1.981], [4.146, -3.051, -2.200], [4.618, -2.523, -3.712], [4.713, -0.854, -3.651], [3.811, -0.145, -4.866], [2.774, 0.713, -4.204], [2.976, 2.132, -4.547], [1.945, -2.499, -0.483], [2.217, -1.052, 0.244], [3.092, 0.077, -0.269], [1.573, -0.828, 1.584], [-3.443, 0.222, -1.795], [-3.089, 1.044, -0.089], [-3.539, -0.859, -0.244], [-0.862, 0.402, -1.559], [-0.841, -0.471, 0.204], [-1.880, -1.714, -2.656], [-2.151, -2.654, -1.045], [0.596, -6.003, 0.173], [-0.551, -6.101, -1.250], [2.372, -4.961, -2.421], [2.305, -1.991, -2.812], [4.413, -4.214, -2.169], [4.763, -2.518, -1.331], [3.745, -2.807, -4.473], [5.664, -2.986, -4.040], [4.148, -0.567, -2.641], [5.825, -0.488, -3.631], [4.463, 0.521, -5.586], [3.190, -0.955, -5.483], [4.131, 2.423, -4.527], [2.460, 2.856, -3.752], [2.480, 2.434, -5.589], [2.394, -3.332, 0.205], [2.601, 0.494, -1.091], [4.067, -0.226, -0.488], [2.126, -1.315, 2.291], [-4.477, 4.272, 1.728], [-3.574, 3.360, 0.975], [-2.624, 2.866, 1.595], [-3.843, 3.167, -0.216], [-4.123, 4.349, 2.758], [-4.447, 5.246, 1.236], [-5.480, 3.841, 1.697], [-2.906, 8.410, -0.840], [-3.773, 7.439, -0.118], [-4.707, 6.935, -0.752], [-3.490, 7.212, 1.064], [-3.268, 8.513, -1.865], [-2.967, 9.363, -0.312], [-1.888, 8.014, -0.829], [-1.511, -4.049, 1.920], [-2.642, -4.363, 2.836], [-3.549, -3.527, 2.921], [-2.587, -5.438, 3.443], [-1.692, -3.078, 1.456], [-0.599, -4.027, 2.520], [-1.472, -4.837, 1.165], [-2.053, 0.303, -4.820], [-3.290, 1.089, -4.561], [-3.314, 2.257, -4.966], [-4.202, 0.511, -3.959], [-1.340, 0.933, -5.354], [-1.649, -0.003, -3.853], [-2.333, -0.562, -5.425], [-1.113, 5.825, 4.934], [-2.550, 5.767, 5.316], [-3.355, 5.424, 4.442], [-2.830, 6.068, 6.482], [-1.014, 5.537, 3.886], [-0.773, 6.852, 5.086], [-0.573, 5.129, 5.578], [0.627, -6.369, 5.641], [0.954, -5.967, 4.247], [0.683, -6.771, 3.347], [1.473, -4.855, 4.094], [0.179, -7.365, 5.626], [1.560, -6.375, 6.210], [-0.076, -5.635, 6.040], [1.583, 1.258, 3.722], [2.319, 1.959, 4.809], [1.874, 3.051, 5.181], [3.322, 1.392, 5.258], [0.728, 1.868, 3.425], [2.274, 1.130, 2.886], [1.252, 0.295, 4.116]], "atomic_forces_ev_per_a": [[-0.1, -0.3, 0.0], [-1.2, -0.3, -0.3], [-1.5, 2.4, -0.6], [-2.0, 1.3, -1.5], [1.7, -3.1, 2.9], [3.8, 3.3, -3.4], [-0.1, 0.0, -0.5], [-2.2, -2.4, 4.8], [1.0, 0.3, -0.9], [0.6, -0.8, -0.3], [-0.2, 0.8, 0.6], [-1.2, -0.6, -0.1], [-0.3, -0.1, 0.4], [1.7, 0.9, -1.3], [0.0, 1.6, 0.1], [0.2, -1.0, -1.6], [-0.4, 1.5, 2.1], [-1.1, -1.8, 0.0], [2.7, -2.0, -1.6], [1.2, -0.4, 2.3], [0.4, -2.5, -1.5], [1.1, 2.0, -0.7], [-0.6, -2.0, 1.5], [-1.0, 0.2, -2.2], [1.3, -0.8, 2.3], [1.8, 1.3, -0.7], [-1.0, 1.0, -1.4], [1.8, 0.9, 0.8], [-0.7, 0.9, -0.4], [-0.2, -1.6, 2.1], [-0.7, 2.4, 0.3], [-1.3, -1.1, -2.0], [2.1, 0.4, 1.5], [-2.5, 0.8, 0.8], [1.4, -0.3, -2.3], [-2.2, -0.7, 0.0], [-1.3, -1.5, 1.4], [1.6, 1.7, 1.3], [-2.4, -0.7, -0.2], [1.0, -2.0, -1.5], [1.3, -0.9, 2.1], [-0.7, 1.4, -1.0], [1.0, -0.3, 0.5], [-1.2, 0.5, -0.2], [-1.4, 1.0, -1.5], [-0.1, 0.0, 0.4], [0.2, -0.2, -0.3], [-0.9, 0.4, -1.1], [0.7, 0.1, 1.6], [0.0, -0.1, -0.4], [-0.1, -0.3, 0.1], [0.2, 0.1, -0.2], [0.0, 0.2, -0.3], [-0.8, -0.6, 0.1], [1.4, 0.6, 1.2], [-0.4, 0.2, -1.5], [0.0, -0.1, 0.3], [0.1, -0.2, 0.0], [-0.2, 0.1, 0.1], [0.0, 0.3, -0.2], [-1.1, 0.0, 0.7], [1.3, -1.4, 0.0], [-0.1, 1.5, -0.7], [0.0, -0.2, 0.2], [-0.1, -0.1, -0.1], [0.0, 0.1, 0.3], [0.3, 0.1, -0.2], [-0.9, 1.0, 0.0], [-0.1, -1.8, 0.7], [1.2, 0.8, -0.9], [-0.3, -0.1, 0.2], [-0.1, 0.0, -0.2], [0.0, 0.1, 0.2], [0.2, -0.1, -0.3], [-1.0, 0.0, 0.5], [0.9, 0.5, 1.4], [0.3, -0.5, -1.9], [-0.2, 0.1, 0.3], [-0.1, -0.2, 0.1], [-0.1, 0.2, 0.0], [-0.2, -0.3, 0.2], [0.1, 0.0, -0.8], [0.5, 1.4, 0.9], [-0.7, -1.4, -0.2], [0.1, 0.3, -0.1], [-0.2, 0.2, -0.1], [0.2, -0.1, -0.1], [-0.2, 0.1, -0.2], [0.4, 0.6, 0.8], [0.8, -1.5, -0.4], [-1.4, 0.9, -0.6], [0.2, -0.1, 0.1], [-0.1, 0.0, 0.2], [0.2, 0.2, -0.1]], "gap_ev": 6.972, "charge": 1, "spin_multiplicity": 1}